[1]
The following is a quantum chemistry calculation of C15H23N3O5S as an isolated structure, from OMol25.

ORCA input file:
```
! wB97M-V def2-TZVPD RIJCOSX def2/J DEFGRID3
* xyz 0 1
O 0.90 0.37 4.16
C -0.11 0.12 3.50
N -1.20 0.83 3.40
H -1.90 0.66 2.56
C -1.31 2.35 3.57
C -0.87 3.17 2.38
C -1.20 4.47 2.03
C -0.94 4.63 0.88
C -0.19 3.53 0.47
O -0.18 2.70 1.46
H 0.50 3.16 -0.33
H -1.03 5.44 0.30
H -2.12 5.14 2.70
H -0.23 2.24 4.41
H -2.17 2.47 4.15
C 0.02 -1.30 2.57
C -1.01 -1.26 1.37
C -0.49 -0.47 0.23
N 0.75 -0.89 0.09
S 1.41 -0.11 -1.46
O 0.70 1.22 -1.58
O 2.87 -0.40 -1.68
N 0.47 -1.09 -2.48
C 0.45 -0.42 -3.87
H -0.34 0.42 -3.62
C -0.70 -1.23 -4.61
H -0.79 -0.71 -5.80
O -0.21 -2.69 -4.68
C 0.07 -3.15 -3.62
H 0.41 -4.10 -3.70
C 0.88 -2.45 -2.58
H 0.85 -2.79 -1.69
H 1.94 -2.35 -3.04
H -1.06 -3.15 -3.12
H -1.68 -1.21 -4.29
H 1.31 -0.46 -4.20
C 1.55 -0.70 1.08
C 1.59 -1.58 2.20
H 2.03 -1.52 3.04
H 1.52 -2.80 1.81
H 2.85 -0.75 0.72
H 1.97 0.28 1.35
H -1.12 -0.68 -0.72
H -0.63 0.64 0.46
H -2.12 -1.34 1.62
H -1.03 -2.33 1.17
H -0.40 -1.92 3.40
*
```

LUMO = 0.4 eV
total energy = -1523.41366 Eh
energy above the lowest of the compared OMol25 structures with the same formula, charge and spin = 19.115 eV
HOMO-LUMO gap = 8.296 eV

***

[2]
The following is a quantum chemistry calculation of one molecule with the formula C4H7N3, from OMol25.

ORCA input file:
```
! wB97M-V def2-TZVPD RIJCOSX def2/J DEFGRID3
* xyz 0 1
N 2.43 -0.54 0.35
C 1.13 -0.04 0.12
C 0.71 1.25 -0.05
N -0.67 1.23 -0.11
C -1.14 -0.04 0.00
N -2.54 -0.27 -0.06
C -0.03 -0.85 0.15
H 3.15 0.04 -0.07
H 2.55 -1.49 0.02
H 1.27 2.17 -0.10
H -1.28 2.02 -0.23
H -2.78 -0.94 -0.78
H -2.89 -0.65 0.81
H 0.11 -1.89 -0.05
*
```

LUMO = 1.1 eV
total energy = -320.87563 Eh
energy above the lowest of the compared OMol25 structures with the same formula, charge and spin = 0.209 eV
SMILES = Nc1c[nH]c(N)c1
HOMO-LUMO gap = 8.529 eV

***

[3]
The following is a quantum chemistry calculation of a 3-piece molecular cluster, C2H12NO2 overall, from OMol25.

ORCA input file:
```
! wB97M-V def2-TZVPD RIJCOSX def2/J DEFGRID3
* xyz 0 2
C -0.32 2.41 1.39
C 0.27 1.02 1.24
N 0.22 0.60 -0.17
H 0.36 3.26 1.30
H -1.21 2.58 0.78
H -0.70 2.55 2.40
H 1.31 0.96 1.52
H -0.20 0.35 1.95
H -0.69 0.16 -0.46
H 0.73 -0.29 -0.34
H 0.66 1.27 -0.82
H -2.21 -2.12 -0.01
H -2.05 -1.77 -1.56
O -1.59 -1.90 -0.72
H 1.54 -2.06 -0.49
H 1.57 -2.17 -2.01
O 1.59 -1.51 -1.30
*
```

LUMO (alpha / beta) = 1.0 / 0.7 eV
<S²> = 0.75
total energy = -288.49201 Eh
energy above the lowest of the compared OMol25 structures with the same formula, charge and spin = 0.280 eV
HOMO-LUMO gap (alpha / beta) = 3.834 / 12.069 eV

***

[4]
The following is a quantum chemistry calculation of C24H52F6N2O3Si2 as an isolated structure, from OMol25.

ORCA input file:
```
! wB97M-V def2-TZVPD RIJCOSX def2/J DEFGRID3
* xyz 0 1
C -2.52 3.00 3.78
C -3.11 2.78 2.39
C -4.61 2.63 2.38
O -5.33 3.36 1.73
O -5.17 1.70 3.21
C -4.59 0.41 3.22
C -5.27 -0.54 2.21
Si -4.17 -1.01 0.76
O -3.51 -2.52 1.01
Si -2.10 -2.56 1.90
C -0.56 -2.19 0.86
C -0.80 -2.20 -0.66
C -0.61 -0.86 -1.36
C 0.80 -0.38 -1.45
F 1.30 -0.02 -0.24
F 1.62 -1.34 -1.94
C 0.96 0.89 -2.35
F 2.22 0.97 -2.83
F 0.70 2.01 -1.63
F 0.10 0.85 -3.40
C -5.16 -1.05 -0.86
C -4.31 -1.38 -2.07
F -5.73 0.20 -1.05
H -3.01 2.38 4.52
H -1.46 2.78 3.76
H -2.67 4.03 4.07
H -2.86 3.59 1.72
H -2.68 1.89 1.95
H -3.52 0.43 3.04
H -4.71 0.01 4.22
H -6.21 -0.12 1.88
H -5.47 -1.47 2.73
H -3.07 -0.02 0.60
H -1.96 -3.91 2.48
H -2.17 -1.56 2.99
H 0.18 -2.95 1.10
H -0.17 -1.24 1.20
H -1.80 -2.52 -0.90
H -0.12 -2.89 -1.14
H -0.95 -0.98 -2.39
H -1.23 -0.07 -0.94
H -5.96 -1.78 -0.79
H -3.84 -2.35 -1.95
H -4.95 -1.43 -2.94
H -3.55 -0.63 -2.23
C 2.60 -1.86 -5.78
C 3.22 -1.03 -6.89
N 2.23 -0.42 -7.76
C 2.79 0.13 -8.98
C 3.77 1.31 -8.85
C 1.23 0.39 -7.09
C 1.70 1.56 -6.23
H 1.92 -2.61 -6.18
H 3.39 -2.38 -5.22
H 2.05 -1.25 -5.06
H 3.84 -1.68 -7.50
H 3.90 -0.29 -6.44
H 1.97 0.42 -9.64
H 3.31 -0.68 -9.49
H 3.25 2.24 -8.60
H 4.27 1.47 -9.80
H 4.54 1.13 -8.10
H 0.63 -0.28 -6.46
H 0.52 0.75 -7.85
H 2.54 1.29 -5.59
H 0.89 1.89 -5.58
H 2.00 2.42 -6.83
C 2.18 0.21 3.60
C 1.94 0.79 4.99
N 1.82 -0.23 6.01
C 1.31 0.28 7.28
C 2.16 1.30 8.04
C 2.93 -1.16 6.11
C 4.34 -0.59 6.35
H 1.41 -0.52 3.34
H 2.15 1.01 2.86
H 3.15 -0.27 3.52
H 1.00 1.35 4.97
H 2.74 1.52 5.21
H 1.11 -0.57 7.93
H 0.34 0.73 7.07
H 3.03 0.84 8.52
H 1.56 1.75 8.83
H 2.51 2.11 7.40
H 2.96 -1.74 5.18
H 2.70 -1.89 6.88
H 4.55 0.27 5.71
H 5.09 -1.35 6.12
H 4.49 -0.30 7.39
*
```

LUMO = 0.5 eV
total energy = -2459.14403 Eh
HOMO-LUMO gap = 8.570 eV

***

Number 1: maximum force 19.54 eV Å⁻¹. Number 2: maximum force 1.07 eV Å⁻¹. Number 3: maximum force 2.11 eV Å⁻¹. Number 4: maximum force 2.04 eV Å⁻¹.